# 1
{
  "formula": "C10H16",
  "method": "the ωB97M-V functional and the def2-TZVPD basis",
  "e_homo_ha": [0.0468, -0.1842],
  "multiplicity": 2,
  "gap_ev": [2.66, 8.75],
  "total_energy_ev": -10627.8302,
  "total_charge": -1,
  "e_above_lowest_kcal_mol": 11.1,
  "fmax_ev_per_a": 2.10,
  "elements": ["C", "H", "C", "C", "H", "H", "H", "H", "C", "H", "H", "H", "H", "C", "C", "H", "H", "C", "C", "H", "H", "H", "C", "C", "H", "H"],
  "positions_angstrom": [[-0.46238, -1.48727, -2.61874], [1.72320, 0.87037, 2.18423], [-1.20271, -0.55591, -1.87532], [-1.02360, -1.91521, 0.11544], [-2.01834, -2.92015, 1.72853], [1.47214, 3.88827, -0.39920], [-0.30598, 3.85631, -0.08542], [0.66947, -3.28743, -2.52119], [-1.48289, -0.75936, -0.52655], [-1.63498, -1.22571, 2.04804], [-0.15206, 2.35071, 1.59910], [1.49598, 0.56582, 0.64646], [-0.36132, -2.47368, 2.08560], [1.78841, 1.43450, 1.23147], [-0.13154, -2.75946, -0.58796], [-2.12406, -0.06769, 0.00429], [0.55226, 2.55669, -0.93251], [0.07292, -2.58802, -1.94617], [0.84887, 2.61313, 1.27435], [2.82711, 1.72727, 1.10571], [0.43850, -3.49487, -0.02717], [-0.10554, -1.26103, -3.61251], [-1.27782, -2.13049, 1.57739], [0.61475, 3.27120, -0.10914], [-1.49574, 0.38619, -2.24678], [1.27536, 3.40585, 1.88808]]
}


# 2
{
  "formula": "H4NOPS2",
  "method": "the ωB97M-V functional and the def2-TZVPD basis",
  "e_homo_ha": -0.3634,
  "multiplicity": 1,
  "gap_ev": 9.87,
  "total_energy_ev": -34561.7755,
  "total_charge": 0,
  "e_above_lowest_kcal_mol": 46.5,
  "fmax_ev_per_a": 2.96,
  "elements": ["H", "O", "S", "H", "H", "H", "N", "S", "P"],
  "positions_angstrom": [[0.65506, -2.99246, 1.59645], [0.31832, 3.06295, -0.26918], [0.68988, -2.17180, 0.38579], [0.02478, 3.40435, 0.60571], [1.86136, -2.79593, 0.31074], [-1.97938, 0.71180, 0.30907], [-1.49980, 1.55920, 0.49216], [-0.00797, 1.10259, -2.50035], [-0.53058, 1.74354, -0.70254]]
}